The following is a quantum chemistry calculation of one molecule with the formula C6H9NO, from OMol25.

Output
SMILES: C=NC(=O)/C(C)=C/C
E_HOMO, eV: -9.344
E_LUMO, hartree: 0.026

```
! wB97M-V def2-TZVPD RIJCOSX def2/J DEFGRID3
* xyz 0 1
C 1.473 0.464 0.143
C 2.652 -1.664 0.070
C -0.850 -0.487 -0.235
C -0.106 0.569 -0.028
C -2.305 -0.626 -0.317
C -0.641 1.924 0.264
N 1.837 -0.818 0.458
O 2.213 1.383 0.242
H 2.911 -2.445 0.735
H 3.254 -1.566 -0.868
H -0.389 -1.429 -0.503
H -2.602 -0.839 -1.230
H -2.874 0.170 0.120
H -2.552 -1.629 0.253
H -1.133 2.278 -0.601
H 0.240 2.519 0.251
H -1.126 2.196 1.245
*
```

For reference, the Löwdin charges in units of e are: number 1, C, carries -0.446; number 2, C, carries 0.007; number 3, C, carries -0.143; number 4, C, carries -0.197; number 5, C, carries -0.074; number 6, C, carries -0.058; number 7, N, carries 0.074; number 8, O, carries 0.113; number 9, H, carries 0.064; number 10, H, carries 0.103; number 11, H, carries 0.104; number 12, H, carries 0.018; number 13, H, carries 0.073; number 14, H, carries 0.129; number 15, H, carries 0.070; number 16, H, carries 0.049; number 17, H, carries 0.114

The following is a quantum chemistry calculation of one molecule with the formula C6H9NO, from OMol25.

Output
SMILES: CC1(C)C=C1C(N)=O
E_HOMO, eV: -9.638
E_LUMO, hartree: 0.027

```
! wB97M-V def2-TZVPD RIJCOSX def2/J DEFGRID3
* xyz 0 1
C 0.206 -1.135 -0.685
C -0.621 -0.247 -0.186
C -1.986 0.207 0.049
C 0.848 0.063 -0.052
C 1.502 -0.076 1.308
C 1.476 1.128 -0.926
N -2.899 -0.801 -0.006
O -2.293 1.358 0.271
H 0.361 -2.037 -1.227
H 1.431 0.862 1.856
H 2.556 -0.329 1.199
H 1.017 -0.854 1.893
H 1.397 2.101 -0.445
H 0.974 1.180 -1.890
H 2.531 0.913 -1.093
H -2.630 -1.747 -0.204
H -3.871 -0.586 0.137
*
```

For reference, the Löwdin charges in units of e are: number 1, C, carries 0.103; number 2, C, carries -0.063; number 3, C, carries -0.512; number 4, C, carries -0.460; number 5, C, carries -0.046; number 6, C, carries -0.044; number 7, N, carries 0.164; number 8, O, carries 0.073; number 9, H, carries 0.098; number 10, H, carries 0.081; number 11, H, carries 0.077; number 12, H, carries 0.079; number 13, H, carries 0.082; number 14, H, carries 0.081; number 15, H, carries 0.077; number 16, H, carries 0.100; number 17, H, carries 0.110

The following is a quantum chemistry calculation of a 2-piece molecular cluster, C6H9NO overall, from OMol25.

Output
SMILES: C=C(C)O.C=C=C=N
E_HOMO, eV: -8.743
E_LUMO, hartree: -0.003

```
! wB97M-V def2-TZVPD RIJCOSX def2/J DEFGRID3
* xyz 0 1
C -2.115 0.670 0.913
C -2.003 -0.885 -1.076
C -2.226 -0.108 -0.049
C 0.972 1.145 -0.718
C 1.597 -0.527 1.067
C 1.403 -0.037 -0.306
N -2.212 1.420 1.887
O 1.702 -1.024 -1.258
H -1.038 -1.434 -1.228
H -2.757 -1.170 -1.748
H 0.602 1.067 -1.782
H 0.750 1.892 0.021
H -1.332 1.644 2.350
H 1.483 -1.620 1.099
H 2.564 -0.390 1.459
H 0.795 0.077 1.620
H 1.815 -0.720 -2.249
*
```

For reference, the Löwdin charges in units of e are: number 1, C, carries -0.241; number 2, C, carries 0.039; number 3, C, carries -0.104; number 4, C, carries 0.017; number 5, C, carries -0.028; number 6, C, carries -0.498; number 7, N, carries 0.137; number 8, O, carries -0.060; number 9, H, carries 0.077; number 10, H, carries 0.037; number 11, H, carries 0.091; number 12, H, carries 0.057; number 13, H, carries 0.057; number 14, H, carries 0.095; number 15, H, carries 0.063; number 16, H, carries 0.101; number 17, H, carries 0.161

The following is a quantum chemistry calculation of one molecule with the formula C6H9NO, from OMol25.

Output
SMILES: C1=NOCC12CCC2
E_HOMO, eV: -9.250
E_LUMO, hartree: 0.032

```
! wB97M-V def2-TZVPD RIJCOSX def2/J DEFGRID3
* xyz 0 1
C -0.085 -1.181 1.432
C -1.187 -0.646 0.549
C -0.068 0.241 -0.174
C 0.991 -0.894 0.256
C -0.117 0.529 -1.698
C 0.283 1.621 0.240
H -0.193 -2.225 1.679
H 0.222 -0.528 2.214
H -1.940 -0.059 1.071
H -1.445 -1.496 -0.110
H 2.062 -0.431 0.490
H 0.976 -1.740 -0.381
H -1.169 0.880 -1.815
H -0.104 -0.211 -2.523
H 0.288 2.085 1.272
N 0.730 2.378 -0.630
O 0.756 1.675 -1.874
*
```

For reference, the Löwdin charges in units of e are: number 1, C, carries -0.180; number 2, C, carries -0.103; number 3, C, carries -0.381; number 4, C, carries -0.067; number 5, C, carries -0.131; number 6, C, carries -0.143; number 7, H, carries 0.093; number 8, H, carries 0.089; number 9, H, carries 0.108; number 10, H, carries 0.125; number 11, H, carries 0.148; number 12, H, carries 0.079; number 13, H, carries 0.120; number 14, H, carries 0.136; number 15, H, carries 0.150; number 16, N, carries 0.083; number 17, O, carries -0.127

The following is a quantum chemistry calculation of C6H9NO as an isolated structure, from OMol25.

Output
E_HOMO, eV: -7.998
E_LUMO, hartree: -0.011

```
! wB97M-V def2-TZVPD RIJCOSX def2/J DEFGRID3
* xyz 0 1
C -1.812 0.060 -1.870
C -0.576 0.195 -1.370
C -0.551 0.673 -0.023
C -0.592 0.709 1.249
C 0.641 0.008 -2.177
C 0.822 -0.534 1.536
N 0.882 -0.456 2.954
O -0.942 1.150 2.312
H -1.747 0.064 -3.000
H -2.747 0.518 -1.499
H 1.601 0.119 -1.604
H 0.618 -1.043 -2.598
H 0.611 0.747 -3.044
H 0.047 -0.741 3.384
H 0.546 -1.483 1.329
H 1.729 -0.285 1.140
H 1.470 0.299 3.282
*
```

For reference, the Löwdin charges in units of e are: number 1, C, carries 0.043; number 2, C, carries -0.427; number 3, C, carries 0.113; number 4, C, carries -0.431; number 5, C, carries -0.075; number 6, C, carries -0.066; number 7, N, carries 0.047; number 8, O, carries 0.016; number 9, H, carries 0.083; number 10, H, carries 0.085; number 11, H, carries 0.088; number 12, H, carries 0.103; number 13, H, carries 0.105; number 14, H, carries 0.075; number 15, H, carries 0.070; number 16, H, carries 0.071; number 17, H, carries 0.101

The following is a quantum chemistry calculation of one molecule with the formula C6H9NO, from OMol25.

Output
E_HOMO, eV: -8.730
E_LUMO, hartree: 0.008

```
! wB97M-V def2-TZVPD RIJCOSX def2/J DEFGRID3
* xyz 0 1
C -1.985 -0.851 0.893
C 2.521 0.401 -0.221
C -1.617 -0.202 -0.409
C 0.031 0.696 -0.208
C 0.140 -0.402 -1.065
C 1.186 -0.257 0.043
N -0.219 1.860 0.296
O -2.397 0.116 -1.267
H -1.085 2.233 -0.101
H -0.071 -1.309 -1.615
H 1.184 -0.954 0.879
H -1.956 -1.935 0.774
H -1.321 -0.554 1.702
H -3.000 -0.552 1.163
H 2.881 0.905 0.679
H 3.261 -0.343 -0.526
H 2.447 1.147 -1.018
*
```

For reference, the Löwdin charges in units of e are: number 1, C, carries 0.003; number 2, C, carries -0.071; number 3, C, carries -0.359; number 4, C, carries -0.484; number 5, C, carries 0.021; number 6, C, carries -0.240; number 7, N, carries 0.163; number 8, O, carries 0.130; number 9, H, carries 0.058; number 10, H, carries 0.134; number 11, H, carries 0.124; number 12, H, carries 0.100; number 13, H, carries 0.089; number 14, H, carries 0.095; number 15, H, carries 0.079; number 16, H, carries 0.071; number 17, H, carries 0.086

The following is a quantum chemistry calculation of one molecule with the formula C6H9NO, from OMol25.

Output
E_HOMO, eV: -9.553
E_LUMO, hartree: 0.038

```
! wB97M-V def2-TZVPD RIJCOSX def2/J DEFGRID3
* xyz 0 1
C 1.925 0.754 0.316
C 0.544 -0.761 0.007
C -0.922 -0.901 -0.202
C -1.576 -0.139 1.051
C -1.121 0.936 0.027
C 0.467 0.630 -0.087
H 2.657 1.225 -0.360
H 2.080 0.493 1.373
H 2.164 -0.468 -1.218
H 0.625 -0.880 1.176
H -1.506 -1.810 -0.304
H -2.642 -0.408 1.137
H -1.141 -0.135 2.026
H -1.517 1.924 0.247
H 0.658 0.962 -1.071
N 2.146 -0.719 -0.131
O -1.538 0.128 -1.095
*
```

For reference, the Löwdin charges in units of e are: number 1, C, carries -0.129; number 2, C, carries -0.246; number 3, C, carries -0.224; number 4, C, carries -0.023; number 5, C, carries -0.219; number 6, C, carries -0.281; number 7, H, carries 0.119; number 8, H, carries 0.112; number 9, H, carries 0.123; number 10, H, carries 0.164; number 11, H, carries 0.137; number 12, H, carries 0.119; number 13, H, carries 0.098; number 14, H, carries 0.138; number 15, H, carries 0.126; number 16, N, carries 0.014; number 17, O, carries -0.030

The following is a quantum chemistry calculation of one molecule with the formula C6H9NO2, from OMol25.

Output
SMILES: CC[C@]12CON=C[C@H]1O2
E_HOMO, eV: -9.244
E_LUMO, hartree: 0.026

```
! wB97M-V def2-TZVPD RIJCOSX def2/J DEFGRID3
* xyz 0 1
C -1.929 -0.099 -0.892
C -0.788 -0.835 -0.080
C 0.242 0.296 -0.421
C 0.027 1.382 0.644
C 1.786 -1.031 0.690
C 1.687 -0.156 -0.415
H -3.140 -0.548 -0.753
H -2.009 -0.072 -2.064
H -1.778 1.094 -0.839
H -1.310 -0.912 0.992
H -0.456 -1.768 -0.365
H 0.377 2.443 0.283
H -0.992 1.267 1.114
H 2.017 -2.037 0.357
H 2.616 0.717 -0.327
N 1.464 -0.506 1.803
O 1.135 0.940 1.811
O 1.051 -0.175 -1.536
*
```

For reference, the Löwdin charges in units of e are: number 1, C, carries -0.151; number 2, C, carries -0.159; number 3, C, carries -0.384; number 4, C, carries 0.002; number 5, C, carries -0.158; number 6, C, carries -0.364; number 7, H, carries 0.136; number 8, H, carries 0.082; number 9, H, carries 0.100; number 10, H, carries 0.164; number 11, H, carries 0.076; number 12, H, carries 0.155; number 13, H, carries 0.120; number 14, H, carries 0.142; number 15, H, carries 0.228; number 16, N, carries 0.074; number 17, O, carries -0.171; number 18, O, carries 0.111

The following is a quantum chemistry calculation of one molecule with the formula C6H9NO2, from OMol25.

Output
E_HOMO (spin up / spin down), eV: -6.995 / -6.727
E_LUMO (spin up / spin down), hartree: 0.024 / 0.018

```
! wB97M-V def2-TZVPD RIJCOSX def2/J DEFGRID3
* xyz 0 1
C 1.608 -2.083 0.590
C -0.511 -2.463 -0.541
C 1.491 -0.576 0.885
C 0.237 -0.060 0.260
C -0.640 1.047 0.876
C -1.000 0.352 -1.766
N 0.578 -2.629 -0.071
O -1.595 -2.628 -0.933
O 0.084 -0.268 -1.056
H 2.527 -2.650 0.599
H 1.504 -0.271 1.905
H 2.439 -0.163 0.425
H -0.414 2.060 0.414
H -0.379 1.100 1.879
H -1.654 0.963 0.623
H -1.903 0.312 -1.158
H -1.088 -0.084 -2.738
H -0.676 1.429 -1.906
*
```

For reference, the Löwdin charges in units of e are: number 1, C, carries -0.083; number 2, C, carries -0.339; number 3, C, carries -0.124; number 4, C, carries -0.325; number 5, C, carries -0.026; number 6, C, carries -0.042; number 7, N, carries 0.109; number 8, O, carries 0.163; number 9, O, carries -0.142; number 10, H, carries 0.092; number 11, H, carries 0.094; number 12, H, carries 0.133; number 13, H, carries 0.104; number 14, H, carries 0.051; number 15, H, carries 0.044; number 16, H, carries 0.087; number 17, H, carries 0.089; number 18, H, carries 0.115

The following is a quantum chemistry calculation of one molecule with the formula C6H9NO2, from OMol25.

Output
E_HOMO (spin up / spin down), eV: -5.578 / -10.966
E_LUMO (spin up / spin down), hartree: 0.017 / -0.085

```
! wB97M-V def2-TZVPD RIJCOSX def2/J DEFGRID3
* xyz 0 3
C -1.897 0.529 0.386
C -1.075 1.509 -0.011
C -0.805 -0.521 0.363
C 0.006 0.633 -0.418
C -1.104 -1.868 -0.203
C 1.538 1.073 0.025
N 2.374 -0.170 -0.037
O 3.245 -0.164 -0.850
O 2.000 -1.033 0.703
H -2.878 0.590 0.797
H -1.096 2.569 -0.252
H -0.268 -0.771 1.393
H 0.049 0.321 -1.474
H -2.127 -1.941 0.092
H -0.446 -2.463 0.268
H -1.047 -1.707 -1.234
H 2.029 1.787 -0.579
H 1.506 1.627 1.031
*
```

For reference, the Löwdin charges in units of e are: number 1, C, carries -0.059; number 2, C, carries -0.107; number 3, C, carries -0.302; number 4, C, carries -0.193; number 5, C, carries -0.040; number 6, C, carries -0.003; number 7, N, carries -0.434; number 8, O, carries 0.098; number 9, O, carries 0.077; number 10, H, carries 0.094; number 11, H, carries 0.110; number 12, H, carries 0.173; number 13, H, carries 0.147; number 14, H, carries 0.083; number 15, H, carries 0.040; number 16, H, carries 0.071; number 17, H, carries 0.094; number 18, H, carries 0.152

The following is a quantum chemistry calculation of one molecule with the formula C6H9NO2S, from OMol25.

Output
SMILES: C[C@@H]1C[C@@]1(C#N)S(C)(=O)=O
E_HOMO, eV: -10.137
E_LUMO, hartree: 0.024

```
! wB97M-V def2-TZVPD RIJCOSX def2/J DEFGRID3
* xyz 0 1
C -0.221 1.407 0.830
C 0.260 0.602 -1.789
C 1.112 -0.016 -0.770
C -0.127 0.411 -0.119
C 2.460 0.626 -0.442
C -1.864 -1.035 1.777
N -0.485 2.175 1.656
O -0.863 -2.177 -0.286
O -2.437 -0.464 -0.804
S -1.380 -0.892 0.050
H 0.459 1.571 -2.263
H -0.576 0.065 -2.312
H 1.037 -1.173 -0.903
H 2.722 0.914 0.677
H 2.540 1.492 -0.987
H 3.305 -0.119 -0.753
H -2.789 -0.446 1.970
H -2.028 -2.183 1.949
H -1.126 -0.757 2.517
*
```

For reference, the Löwdin charges in units of e are: number 1, C, carries -0.239; number 2, C, carries 0.053; number 3, C, carries -0.375; number 4, C, carries -0.383; number 5, C, carries -0.041; number 6, C, carries -0.136; number 7, N, carries 0.187; number 8, O, carries -0.308; number 9, O, carries -0.299; number 10, S, carries 0.633; number 11, H, carries 0.118; number 12, H, carries 0.114; number 13, H, carries 0.162; number 14, H, carries 0.125; number 15, H, carries 0.031; number 16, H, carries 0.113; number 17, H, carries 0.080; number 18, H, carries 0.111; number 19, H, carries 0.056

The following is a quantum chemistry calculation of C6H9NO3 as an isolated structure, from OMol25.

Output
E_HOMO, eV: -9.097
E_LUMO, hartree: 0.024

```
! wB97M-V def2-TZVPD RIJCOSX def2/J DEFGRID3
* xyz 0 1
C -2.088 2.015 1.813
C -1.317 0.746 1.702
O -1.281 0.062 0.446
C -1.705 -0.669 1.596
C -0.446 -1.125 2.363
N 0.754 -1.534 1.667
C 1.277 0.165 1.721
O 2.361 0.618 2.024
C -0.032 0.382 2.475
H -2.313 2.215 2.869
H -1.499 2.855 1.419
H -3.031 1.940 1.258
H -2.687 -1.140 1.551
H -0.643 -1.646 3.305
H 0.985 -2.512 1.540
H 0.064 0.811 3.476
H 1.201 -1.296 0.133
O 1.652 -0.186 -0.286
H 0.801 0.148 -0.609
*
```

For reference, the Löwdin charges in units of e are: number 1, C, carries 0.007; number 2, C, carries -0.396; number 3, O, carries 0.017; number 4, C, carries -0.132; number 5, C, carries -0.232; number 6, N, carries 0.002; number 7, C, carries -0.241; number 8, O, carries 0.107; number 9, C, carries -0.052; number 10, H, carries 0.090; number 11, H, carries 0.094; number 12, H, carries 0.094; number 13, H, carries 0.150; number 14, H, carries 0.148; number 15, H, carries 0.095; number 16, H, carries 0.164; number 17, H, carries 0.214; number 18, O, carries -0.151; number 19, H, carries 0.023

Here are the calculated energy above the lowest of the compared OMol25 structures with the same formula, charge and spin numbers, same order: 227.6, 180.0, 421.0, 366.4, 512.1, 508.2, 747.5, 941.8, 439.6, 476.7, 334.7, 571.2 (kJ/mol).
Here are the calculated largest force on an atom numbers, same order: 5.67, 1.72, 3.36, 3.77, 3.97, 3.54, 6.18, 7.27, 3.69, 9.78, 4.27, 5.36 (eV Å⁻¹).